No. 1
Computed, not measured: a structure of composition C6H10O, with ωB97M-V/def2-TZVPD.

Structure (XYZ):
```
17
Properties=species:S:1:pos:R:3:nbo_charge:R:1
C 2.28 -0.17 -0.12 -0.609
C 1.14 0.77 0.24 -0.423
C -0.05 0.01 0.74 0.120
O -1.15 0.88 1.06 -0.524
C -2.05 -0.02 0.42 0.085
C -1.81 0.04 -1.05 -0.445
C -0.92 -0.82 -0.18 -0.290
H 1.97 -0.87 -0.90 0.204
H 2.60 -0.75 0.75 0.203
H 3.15 0.38 -0.49 0.215
H 0.83 1.37 -0.62 0.204
H 1.44 1.48 1.03 0.212
H 0.20 -0.59 1.63 0.171
H -2.90 -0.26 1.04 0.205
H -2.43 -0.55 -1.73 0.226
H -1.49 1.00 -1.46 0.220
H -0.81 -1.89 -0.37 0.225
```

Total energy = -309.77690 Eh
Charge = 0

---

No. 2
Computed, not measured: a structure of composition BrNO3 at a distorted geometry, with ωB97M-V/def2-TZVPD.

Structure (XYZ):
```
5
Properties=species:S:1:pos:R:3:nbo_charge:R:1
N -0.24 0.07 1.57 0.520
O -0.18 -0.90 0.82 -0.306
O -0.23 1.26 1.50 -0.237
O 0.59 0.45 -2.31 -0.678
Br 0.06 -0.86 -1.58 0.701
```

Total energy = -2854.22868 Eh
Charge = 0

---

No. 3
Computed, not measured: the molecule C2H4N4, with ωB97M-V/def2-TZVPD.

Structure (XYZ):
```
10
Properties=species:S:1:pos:R:3:nbo_charge:R:1
N -0.38 0.84 1.83 -0.802
C 0.18 0.82 0.61 0.499
N 1.20 1.03 -0.08 -0.251
N 0.96 -1.34 -1.49 -0.625
C -0.14 -0.78 -1.20 0.238
N -0.22 0.54 -0.70 -0.375
H -1.38 0.90 1.86 0.408
H 0.12 1.38 2.53 0.409
H 0.80 -2.23 -1.94 0.344
H -1.14 -1.18 -1.42 0.156
```

Total energy = -297.52688 Eh
Charge = 0

---

No. 4
Computed, not measured: the molecule C4H8N4O at a distorted geometry, with ωB97M-V/def2-TZVPD.

Structure (XYZ):
```
17
Properties=species:S:1:pos:R:3:nbo_charge:R:1
C 0.95 1.52 -3.21 -0.428
C 0.12 -0.12 -0.18 0.589
C 0.18 -1.66 1.42 0.266
C -1.43 -0.47 2.99 -0.461
H 2.04 1.91 -3.75 0.192
H 0.50 2.47 -2.55 0.227
H 0.28 1.01 -3.90 0.186
H 1.34 -0.50 -2.50 0.343
H 0.55 -2.54 2.06 0.234
H -2.35 0.34 2.85 0.251
H -1.91 -1.42 3.64 0.227
H -0.59 0.14 3.48 0.221
N 1.23 0.59 -2.03 -0.495
N 0.17 0.84 -1.08 -0.345
N 0.74 -1.28 0.27 -0.553
N -0.93 -0.99 1.59 -0.108
O -0.89 0.16 0.89 -0.345
```

Total energy = -451.25041 Eh
Charge = 0

---

No. 5
Computed, not measured: the molecule C5H6O3 at a distorted geometry, with ωB97M-V/def2-TZVPD.

Structure (XYZ):
```
14
Properties=species:S:1:pos:R:3:nbo_charge:R:1
C -1.11 -0.52 -0.23 0.401
C 0.34 -0.82 -0.66 -0.537
C 1.35 -0.56 0.43 0.507
O -1.40 0.85 -0.20 -0.738
O -1.97 -1.10 -1.16 -0.714
C 1.42 0.83 0.84 -0.151
C 1.52 1.97 1.20 -0.134
O 2.02 -1.41 0.94 -0.469
H -0.78 1.31 0.37 0.491
H -2.66 -0.46 -1.35 0.490
H -1.30 -0.97 0.77 0.125
H 0.39 -1.87 -0.95 0.249
H 0.57 -0.20 -1.53 0.239
H 1.61 2.97 1.52 0.242
```

Total energy = -419.76143 Eh
Charge = 0

---

No. 6
Computed, not measured: the molecule C6H7Cl2NO2S at a distorted geometry, with ωB97M-V/def2-TZVPD.

Structure (XYZ):
```
19
Properties=species:S:1:pos:R:3:nbo_charge:R:1
C -0.18 -0.47 -0.82 -0.164
C -1.30 -1.35 -0.89 -0.135
C 0.86 -0.36 -1.75 0.711
C 1.12 1.42 -0.44 0.373
C -0.12 -0.35 2.41 -0.638
C -0.47 0.83 1.43 -0.199
N 0.08 0.60 0.11 -0.421
O 1.70 0.69 -1.43 -0.435
O 1.32 -0.99 -2.75 -0.585
S -2.55 -1.96 0.00 0.018
Cl -1.41 -2.03 -2.55 -0.029
Cl 0.47 3.06 -1.33 -0.296
H 1.73 1.96 0.21 0.212
H -0.53 -0.10 3.37 0.230
H -0.64 -1.24 2.12 0.218
H 0.92 -0.57 2.04 0.215
H 0.14 1.56 1.82 0.209
H -1.67 0.91 1.36 0.216
H 0.56 -1.61 -2.90 0.499
```

Total energy = -1756.54746 Eh
Charge = 0